This record from the OMol25 dataset describes a structure of composition C20H18Cl2F11N6O3PS3W at a distorted geometry. The level of theory is the ωB97M-V functional and the def2-TZVPD basis.

```
65
Properties=species:S:1:pos:R:3:forces:R:3:mulliken_charge:R:1
W -1.1594 0.1545 0.1244 0.925 -0.299 -2.112 -0.086
Cl -4.0542 1.0845 1.1604 -0.837 0.497 0.546 0.026
C -3.2706 2.0968 2.3682 -0.773 -0.275 -0.250 -0.380
Cl -1.5187 1.8670 2.1828 0.630 0.303 0.268 0.142
H -3.5464 1.7664 3.3679 0.068 0.118 -0.136 0.385
H -3.5045 3.1449 2.1809 0.156 -0.206 0.017 0.408
S -4.6119 -2.2576 -2.0877 0.203 0.126 0.167 -0.300
C -3.4918 -1.4070 -1.3703 -0.265 -0.238 -0.154 0.896
N -2.6487 -0.7749 -0.8277 0.273 0.584 0.667 -0.448
F -2.4557 -6.1831 3.1902 0.045 1.237 -0.304 -0.231
C -2.3917 -4.9073 2.8232 -0.009 -1.081 0.147 0.592
C -1.8156 -4.5573 1.6013 0.532 0.369 -1.080 -0.017
F -1.3155 -5.4810 0.7905 -0.291 0.363 0.507 -0.247
C -1.7489 -3.2205 1.2556 1.241 -0.464 -2.071 -0.012
F -1.1259 -2.8235 0.1078 -0.851 -1.258 1.672 -0.046
C -2.2667 -2.1764 2.0420 0.045 1.810 -0.665 0.399
O -2.2047 -0.9284 1.6831 0.022 -1.999 0.739 0.349
C -2.8174 -2.5711 3.2840 -0.645 -0.030 1.357 0.001
F -3.2303 -1.6088 4.1207 0.197 -0.735 -0.567 -0.281
C -2.8745 -3.9035 3.6671 -0.386 0.933 0.671 0.181
F -3.3706 -4.2372 4.8538 0.175 0.123 -0.483 -0.253
S -0.1331 -1.0326 -2.0033 -0.680 0.852 0.248 -0.329
C 0.9199 -2.2595 -1.6416 0.220 0.032 0.044 0.654
N 1.7067 -3.0812 -1.4669 0.345 -0.550 0.219 -0.571
O 3.4097 -0.4150 -1.3020 -0.068 0.183 -0.334 -0.350
C 4.2629 -0.4118 -0.1838 0.046 0.138 0.037 -0.726
N 4.4558 -1.7213 0.3727 0.441 0.044 -0.199 -0.039
C 3.6843 -2.4147 1.2438 0.003 0.278 -0.226 0.036
O 3.9829 -3.5230 1.6165 -0.074 -0.325 0.271 -0.619
C 2.4556 -1.7539 1.8069 -0.242 -0.193 0.517 0.160
C 2.1860 -1.9993 3.1541 -0.069 0.242 -0.548 -0.780
C 1.0374 -1.4484 3.6931 -0.035 0.040 -0.164 -1.315
C 0.1657 -0.7664 2.8696 -0.144 0.129 0.262 -0.261
N 0.3635 -0.5947 1.5416 0.373 -0.251 0.477 0.692
C 1.5313 -1.0541 1.0507 0.249 0.100 -0.412 -0.100
H 3.7634 -1.0264 -1.9618 -0.135 -0.007 0.068 0.288
H 3.7883 0.2544 0.5433 0.150 -0.099 -0.065 0.408
H 5.2473 -0.0052 -0.4521 -0.177 -0.115 0.164 0.363
H 5.2247 -2.2756 0.0171 -0.044 0.060 0.061 0.246
H 2.8691 -2.5959 3.7380 0.094 -0.054 0.042 0.573
H 0.8042 -1.5572 4.7400 -0.066 0.045 0.091 0.532
H -0.7335 -0.3453 3.2994 0.112 -0.017 -0.148 0.597
H 1.7286 -0.8555 0.0055 -0.039 -0.003 0.115 0.651
F -2.1935 2.6960 -0.3533 -0.479 0.255 -0.357 -0.287
P -2.6463 2.6724 -1.9708 0.785 -0.952 0.925 1.333
F -1.4470 1.3887 -2.0210 -0.159 -0.156 0.396 -0.376
F -3.6983 3.8043 -1.7486 -0.098 0.159 -0.138 -0.367
F -2.8587 2.4873 -3.5154 -0.148 0.075 -0.045 -0.368
F -3.6793 1.5010 -1.6114 -0.216 0.666 -0.487 -0.354
F -1.4367 3.6976 -2.2257 -0.205 0.082 -0.211 -0.330
S 0.8386 1.8906 -0.0545 -0.237 -0.553 0.787 -0.587
C 1.0721 2.6342 -1.6008 -0.024 -0.590 -0.349 0.712
N 1.1799 1.8988 -2.6894 0.032 0.208 0.150 0.217
C 1.2791 2.4772 -4.0161 0.023 0.286 -0.312 -0.618
C 2.0346 3.7978 -3.9312 -0.143 -0.076 0.084 -0.705
C 1.3724 4.6826 -2.8827 0.111 0.168 -0.425 -0.557
N 1.2473 3.9425 -1.6394 0.055 0.179 0.214 -0.117
H 1.0479 0.8944 -2.6180 -0.037 0.108 0.285 -0.134
H 0.2713 2.6396 -4.4127 0.069 -0.066 -0.026 0.293
H 1.7987 1.7643 -4.6579 -0.066 0.058 0.044 0.448
H 2.0190 4.2950 -4.8985 0.030 0.024 -0.002 0.374
H 3.0714 3.6077 -3.6527 0.050 0.019 -0.031 0.291
H 0.3755 4.9869 -3.2164 0.098 0.019 0.048 0.246
H 1.9666 5.5775 -2.6904 -0.055 -0.081 -0.016 0.450
H 1.0876 4.4681 -0.7932 -0.100 -0.241 0.005 0.247
```
Forces are in eV/Å.

## Properties
Frontier orbital gap (alpha / beta) ... 6.936 / 3.996 eV
2S+1 ... 4
Calculated total energy ... -4949.04548 Ha
LUMO energy (alpha / beta) ... -4.11 / -7.19 eV
Charge ... +1

---

This record from the OMol25 dataset describes a cluster of 13 separate species, C3H31O13 in total. The level of theory is the ωB97M-V functional and the def2-TZVPD basis.

```
47
Properties=species:S:1:pos:R:3:forces:R:3:mulliken_charge:R:1
C 0.2077 -0.1228 -1.7794 0.361 -0.017 0.537 -2.002
C 0.3535 0.5827 -0.4239 0.471 0.521 -0.171 0.866
C -0.7924 1.5688 -0.1858 -0.183 0.355 0.270 -1.373
O 0.5336 -0.2657 0.6472 -0.032 -0.419 0.235 -0.090
H 0.2814 0.5893 -2.6049 -0.182 0.014 -0.033 0.542
H -0.7280 -0.6895 -1.8003 0.031 -0.047 -0.214 0.263
H 1.0603 -0.7890 -1.9089 -0.196 -0.215 -0.047 0.359
H 1.2582 1.2268 -0.5330 -0.011 0.003 -0.197 -0.022
H -0.5357 2.2973 0.5922 0.151 -0.212 0.124 0.132
H -1.7004 1.0623 0.1576 -0.032 -0.073 -0.224 0.248
H -1.0377 2.1734 -1.0642 -0.038 -0.137 -0.108 0.670
O 1.9823 -2.6237 -0.5158 0.447 0.055 -0.158 -0.655
H 1.7595 -1.8308 0.0027 -0.353 0.128 -0.091 0.267
H 2.3102 -3.2532 0.1321 -0.190 -0.020 0.106 0.290
O -0.3366 2.4066 3.7214 0.207 0.188 -0.233 -0.713
H -0.7197 1.6983 3.1769 -0.191 -0.126 0.235 0.439
H -0.1266 1.9697 4.5509 -0.028 -0.038 0.026 0.295
O -3.9329 -1.9338 -0.6812 -0.303 0.198 -0.159 -0.647
H -3.6407 -2.6564 -1.2452 0.191 -0.144 0.200 0.334
H -3.1379 -1.4077 -0.5588 0.049 -0.034 0.102 0.313
O 2.6782 3.1291 -2.9010 -0.041 0.044 0.007 -0.628
H 3.4556 3.6937 -2.9066 0.026 0.000 0.021 0.296
H 2.5403 2.9103 -1.9730 -0.029 -0.073 0.013 0.329
O -0.0926 -2.9004 1.4517 -0.124 0.172 -0.186 -0.727
H 0.0324 -1.9886 1.1003 0.024 0.046 0.089 0.318
H -0.0018 -2.8085 2.4025 -0.063 -0.045 0.034 0.311
O 2.2285 1.9755 1.9640 0.095 0.125 -0.133 -0.733
H 1.8234 1.3641 1.3299 -0.121 -0.210 0.238 0.283
H 1.4972 2.2347 2.5404 -0.067 -0.039 0.049 0.368
O 2.1920 -1.5190 2.6918 0.002 -0.061 0.108 -0.661
H 3.0960 -1.2080 2.5953 -0.013 0.127 0.072 0.298
H 1.6869 -0.9797 2.0582 -0.043 0.228 -0.275 0.309
O 1.5218 -3.5638 -3.1461 -0.140 -0.098 -0.059 -0.641
H 1.2078 -4.4716 -3.1433 -0.050 -0.007 0.003 0.302
H 1.4993 -3.2959 -2.2118 0.196 0.137 0.085 0.409
O -2.5759 4.3684 1.1303 -0.028 0.166 -0.039 -0.640
H -2.0835 4.7194 1.8782 0.028 -0.099 0.066 0.315
H -1.8991 4.0729 0.5139 -0.007 -0.103 -0.002 0.332
O -1.4746 -3.6899 -0.8871 -0.092 0.240 -0.273 -0.683
H -1.1509 -3.1953 -1.6472 0.171 -0.080 -0.027 0.319
H -1.0853 -3.2352 -0.1196 -0.023 -0.407 0.129 0.396
O -2.0778 1.5067 -3.5666 -0.024 0.051 0.001 -0.673
H -1.4306 1.2085 -2.9149 -0.141 -0.046 -0.125 0.219
H -1.7762 2.3826 -3.8229 0.021 0.017 -0.008 0.317
O -1.3111 -0.2178 2.8271 -0.180 0.485 0.257 -0.824
H -0.4627 -0.5214 3.1665 0.071 -0.091 -0.116 0.342
H -1.0954 0.0267 1.9106 0.384 -0.459 -0.130 0.229
```
Forces are in eV/Å.

## Properties
Frontier orbital gap ... 8.590 eV
Calculated total energy ... -1111.09861 Ha
LUMO energy ... 2.59 eV
Energy relative to the best compared isomer or geometry (same formula, charge and spin) ... 0.0 kJ/mol
Charge ... -1

---

This record from the OMol25 dataset describes a structure of composition C27H10BF15GeN6RhS at a distorted geometry. The level of theory is the ωB97M-V functional and the def2-TZVPD basis.

```
62
Properties=species:S:1:pos:R:3:forces:R:3:mulliken_charge:R:1
Rh -0.3855 0.1176 -2.0193 -1.089 0.240 -0.011 -0.387
C -4.3004 -0.8409 -0.5228 0.054 0.076 0.021 -1.213
C -3.0688 -0.2215 -0.3278 0.000 0.051 0.158 -0.431
N -2.3681 -0.2631 -1.4599 0.843 -0.076 -0.467 0.161
N -3.1025 -0.9155 -2.3815 -0.219 0.075 -0.081 0.173
C -4.2777 -1.2638 -1.8386 0.089 -0.005 0.066 -0.007
B -2.5924 -1.0775 -3.8304 0.059 0.030 0.030 0.166
N -2.1409 0.3023 -4.3352 -0.389 0.024 -0.344 0.269
C -2.5403 0.9709 -5.4251 0.054 0.187 -0.036 -0.037
C -1.8553 2.1709 -5.4784 -0.011 -0.043 -0.011 -1.013
C -1.0309 2.1560 -4.3574 0.090 0.186 0.059 -0.480
N -1.2221 1.0268 -3.6772 0.217 -0.521 0.108 0.030
N -1.3338 -1.9705 -3.8028 -0.069 -0.138 -0.091 0.324
C -1.1284 -3.1916 -4.3113 0.117 0.034 0.039 -0.054
C 0.1689 -3.5788 -4.0259 0.029 0.061 0.024 -1.050
C 0.7115 -2.5137 -3.3147 0.206 -0.089 0.044 -0.317
N -0.2030 -1.5495 -3.2051 -0.251 0.660 0.765 0.024
H -5.0952 -0.9575 0.1934 0.040 0.003 -0.016 0.430
H -2.6683 0.2556 0.5516 0.025 -0.028 -0.041 0.591
H -5.0170 -1.7936 -2.4168 0.040 0.053 -0.029 0.497
H -3.4388 -1.5381 -4.5346 0.056 -0.032 0.059 -0.052
H -3.2817 0.5611 -6.0907 0.005 -0.040 0.058 0.456
H -1.9381 2.9423 -6.2239 0.006 -0.012 0.042 0.406
H -0.3338 2.9031 -4.0123 0.024 -0.051 0.007 0.530
H -1.9097 -3.7040 -4.8484 -0.004 0.066 0.009 0.462
H 0.6543 -4.5004 -4.2953 0.003 0.042 0.001 0.414
H 1.6971 -2.3956 -2.8959 -0.044 0.021 0.038 0.517
F 4.3667 0.3611 2.4860 0.046 0.018 0.008 -0.263
C 3.9979 1.3143 1.6279 -0.171 0.027 -0.039 0.310
C 2.6801 1.4045 1.2092 -0.059 -0.101 0.052 0.054
C 2.3647 2.3974 0.2947 0.172 -0.089 0.162 0.357
F 1.1003 2.5063 -0.1540 -0.107 0.013 -0.087 -0.433
C 3.3038 3.2874 -0.1763 -0.070 0.055 -0.073 0.124
F 2.9751 4.2336 -1.0496 -0.014 0.005 -0.014 -0.275
C 4.6104 3.1803 0.2725 0.130 0.115 -0.050 0.614
F 5.5246 4.0278 -0.1682 -0.017 -0.017 0.000 -0.279
C 4.9649 2.1920 1.1728 0.113 -0.017 0.054 0.083
F 6.2211 2.0943 1.5851 -0.025 -0.005 0.002 -0.271
Ge 1.2857 0.1538 1.7291 -0.129 0.533 -0.296 0.477
S 0.5967 -0.7403 -0.2110 0.241 -1.314 -0.201 0.275
C -0.2788 1.0035 2.5185 0.040 -0.065 -0.090 0.523
C -0.3910 2.3512 2.8174 0.015 -0.185 0.025 0.098
F 0.6200 3.1833 2.5654 0.008 0.051 0.041 -0.301
C -1.5355 2.8679 3.3955 0.007 0.149 0.017 0.270
F -1.6281 4.1584 3.6858 0.006 -0.002 -0.012 -0.280
C -2.5969 2.0241 3.6736 -0.156 0.039 0.069 0.638
F -3.6982 2.5121 4.2192 0.014 -0.006 -0.006 -0.285
C -2.5180 0.6721 3.3804 -0.036 -0.059 0.017 0.442
F -3.5470 -0.1282 3.6380 0.003 -0.002 -0.010 -0.316
C -1.3593 0.1851 2.8109 0.099 0.094 0.003 -0.326
F -1.2879 -1.1214 2.5153 -0.041 -0.011 0.039 -0.426
C 1.8733 -1.2505 2.9273 -0.016 0.110 -0.111 0.185
C 2.2191 -0.8032 4.1929 -0.027 -0.096 -0.106 0.385
F 2.1395 0.5120 4.4485 0.027 0.033 0.038 -0.380
C 2.6513 -1.6568 5.1836 0.007 0.045 0.092 0.120
F 2.9841 -1.2076 6.3858 -0.003 0.013 -0.003 -0.276
C 2.7340 -3.0104 4.8986 0.053 -0.100 0.110 0.615
F 3.1467 -3.8517 5.8311 -0.012 0.012 -0.010 -0.274
C 2.3907 -3.4894 3.6466 -0.005 -0.110 -0.052 0.061
F 2.4738 -4.7895 3.3919 0.003 0.009 -0.003 -0.280
C 1.9657 -2.6067 2.6707 -0.001 0.112 0.015 -0.133
F 1.6516 -3.0977 1.4714 0.022 -0.032 0.015 -0.241
```
Forces are in eV/Å.

## Properties
Frontier orbital gap (alpha / beta) ... 7.000 / 6.150 eV
Calculated total energy ... -5471.69642 Ha
LUMO energy (alpha / beta) ... -5.06 / -5.91 eV
Charge ... +1

---

This record from the OMol25 dataset describes the molecule C19H28N2O3S2 at a distorted geometry. The level of theory is the ωB97M-V functional and the def2-TZVPD basis.

```
54
Properties=species:S:1:pos:R:3:forces:R:3:mulliken_charge:R:1
C -0.7212 -0.5172 -2.7843 -0.236 -0.149 -0.041 -1.586
C -0.5923 0.3967 -1.6232 -0.622 -0.039 0.646 0.349
C -1.3953 0.4446 -0.5074 0.619 -0.259 -1.139 0.782
C -2.5409 -0.3896 -0.1250 -0.147 0.446 0.471 -0.238
O -2.9917 -1.2673 -0.8427 0.070 -0.245 -0.178 -0.719
N -3.0638 -0.0721 1.0835 -0.200 0.340 0.006 -0.097
C -4.0285 -0.9196 1.7342 -0.170 -0.177 0.203 -0.962
C -3.4128 -1.7275 2.8798 0.105 -0.058 -0.373 -0.571
C -2.2373 -2.5890 2.4116 -0.141 0.075 0.171 -1.084
N -1.0315 -1.8106 2.1673 0.185 -0.137 0.047 0.639
C -0.1148 -2.5048 1.2748 0.287 0.163 -0.031 -1.125
C 1.1182 -1.6407 1.0092 -0.206 -0.239 -0.259 0.255
O 1.7671 -1.2645 2.2025 0.176 -0.068 0.119 -0.482
C 0.8706 -0.5902 3.0496 -0.205 -0.013 0.330 -0.292
C -0.3308 -1.4690 3.3929 0.226 0.224 -0.109 -0.796
O -0.9346 1.3894 0.3696 -0.133 0.079 0.317 -0.487
C 0.1564 1.9387 -0.1833 0.509 -0.053 -0.733 -0.281
C 0.4136 1.3835 -1.4080 -0.336 0.320 0.747 -0.185
C 1.5951 1.7555 -2.2202 0.422 -0.136 -0.527 1.792
C 2.2718 2.9988 -1.6394 0.128 0.097 0.228 -1.028
C 2.3763 2.9237 -0.1176 -0.096 0.113 -0.090 -0.838
C 0.9811 2.9622 0.5094 -0.127 -0.085 0.148 -0.765
S 1.1353 2.0691 -3.9724 0.219 -0.130 0.088 -0.092
C 2.7256 1.5052 -4.6458 -0.274 0.233 0.172 -0.668
C 3.0149 0.1654 -4.0121 -0.053 -0.147 0.348 -0.539
S 2.8038 0.3293 -2.2060 -0.131 0.138 -0.245 -0.049
H 0.1812 -1.1211 -2.8766 0.095 -0.022 -0.087 0.226
H -0.8461 0.0544 -3.7024 0.041 -0.071 -0.039 0.383
H -1.5780 -1.1675 -2.6401 0.004 -0.061 -0.052 0.361
H -2.5357 0.5574 1.6670 0.054 -0.053 -0.126 0.267
H -4.8513 -0.3050 2.1160 0.009 -0.109 -0.089 0.368
H -4.4146 -1.5917 0.9639 -0.056 0.091 0.128 0.412
H -3.0897 -1.0485 3.6707 -0.036 -0.018 0.127 0.248
H -4.1832 -2.3797 3.2940 -0.034 0.039 0.094 0.406
H -2.5182 -3.0681 1.4712 0.007 -0.063 0.010 0.452
H -2.0471 -3.3845 3.1542 0.031 -0.017 -0.102 0.519
H -0.6259 -2.6949 0.3289 0.016 -0.056 -0.025 0.458
H 0.2093 -3.4682 1.7084 -0.027 -0.005 -0.044 0.360
H 1.8532 -2.1934 0.4220 -0.085 0.035 -0.043 0.390
H 0.8217 -0.7427 0.4524 0.001 -0.024 -0.027 -0.297
H 1.4314 -0.3303 3.9496 -0.080 0.025 -0.030 0.441
H 0.5122 0.3289 2.5604 0.011 -0.021 0.057 -0.047
H -0.9996 -0.9215 4.0594 0.027 -0.009 0.049 0.373
H 0.0245 -2.3742 3.9195 -0.046 0.041 0.007 0.291
H 1.6799 3.8734 -1.9220 0.005 0.023 0.010 0.391
H 3.2673 3.1048 -2.0738 -0.095 0.015 -0.071 0.377
H 2.8746 1.9916 0.1587 0.074 0.017 0.097 0.336
H 2.9755 3.7567 0.2511 0.030 -0.045 0.042 0.400
H 0.5365 3.9545 0.3802 0.013 0.006 0.062 0.298
H 1.0241 2.7532 1.5801 -0.027 0.025 0.013 0.238
H 2.6108 1.4294 -5.7257 0.030 0.021 -0.046 0.461
H 3.4935 2.2420 -4.4077 0.062 -0.094 -0.089 0.270
H 4.0396 -0.1599 -4.1868 0.027 -0.017 -0.047 0.423
H 2.3194 -0.5951 -4.3695 0.081 0.054 -0.091 0.261
```
Forces are in eV/Å.

## Properties
Frontier orbital gap ... 8.907 eV
Calculated total energy ... -1872.42423 Ha
LUMO energy ... 0.59 eV
Energy relative to the best compared isomer or geometry (same formula, charge and spin) ... 0.0 kJ/mol

---

Among the records above, which one has the lowest calculated total energy?
C27H10BF15GeN6RhS

---

Among the records above, which one has the highest calculated total energy?
C3H31O13

---

What is the formula in the first record?
C20H18Cl2F11N6O3PS3W